Computed, not measured: a molecular structure, C41H28BrIrN8O4S, with the ωB97M-V functional and the def2-TZVPD basis.

The geometry in ORCA input format:
```
! wB97M-V def2-TZVPD RIJCOSX def2/J DEFGRID3
* xyz 2 5
Ir -0.094 0.039 0.284
S 5.476 0.215 5.526
N 3.875 0.171 5.674
C 3.329 0.059 4.470
C 1.934 -0.027 4.162
C 0.927 0.004 5.132
C -0.388 -0.118 4.736
C -0.664 -0.278 3.380
N 0.276 -0.300 2.454
C 1.565 -0.153 2.806
C 2.561 -0.140 1.756
N 2.139 -0.173 0.477
C 3.026 -0.193 -0.504
C 4.400 -0.180 -0.282
C 4.863 -0.112 1.014
C 3.938 -0.086 2.062
C 4.313 0.013 3.439
N 5.546 0.091 3.925
H 1.205 0.116 6.168
H -1.195 -0.096 5.452
H -1.681 -0.398 3.034
H 2.634 -0.231 -1.511
H 5.082 -0.215 -1.117
H 5.918 -0.090 1.240
C 0.414 0.724 -3.182
O 0.015 -0.267 -2.246
C -0.816 -1.238 -2.689
C -1.157 -1.444 -4.008
C -1.973 -2.523 -4.354
Br -2.355 -2.841 -6.179
C -2.493 -3.363 -3.387
C -2.217 -3.143 -2.036
C -1.343 -2.077 -1.642
O -1.041 -1.866 -0.417
C -2.806 -3.968 -1.019
N -2.644 -3.773 0.297
C -3.347 -4.722 0.997
C -3.507 -4.954 2.356
C -4.294 -6.027 2.718
C -4.903 -6.846 1.764
C -4.756 -6.623 0.408
C -3.969 -5.542 0.034
N -3.606 -5.035 -1.196
H 1.020 0.283 -3.980
H 1.002 1.456 -2.631
H -0.470 1.208 -3.606
H -0.812 -0.790 -4.793
H -3.118 -4.183 -3.698
H -2.050 -3.019 0.641
H -3.037 -4.332 3.098
H -4.442 -6.244 3.762
H -5.504 -7.676 2.096
H -5.232 -7.265 -0.315
H -3.898 -5.410 -2.086
O -0.506 2.241 1.468
C -1.327 2.474 0.578
N -2.179 3.496 0.458
C -2.910 3.411 -0.793
C -2.343 2.055 -1.367
O -2.666 1.561 -2.417
N -1.469 1.596 -0.465
C -2.578 4.608 -1.658
C -1.638 4.567 -2.678
C -1.342 5.715 -3.392
C -1.962 6.914 -3.072
C -2.871 6.966 -2.028
C -3.187 5.818 -1.328
C -4.393 3.219 -0.639
C -5.173 3.104 -1.793
C -6.537 2.915 -1.693
C -7.140 2.837 -0.444
C -6.368 2.950 0.705
C -5.001 3.128 0.612
H -2.130 4.343 1.003
H -1.148 3.638 -2.927
H -0.630 5.674 -4.202
H -1.739 7.803 -3.638
H -3.341 7.900 -1.760
H -3.898 5.854 -0.516
H -4.698 3.149 -2.761
H -7.134 2.822 -2.586
H -8.205 2.683 -0.367
H -6.836 2.905 1.676
H -4.408 3.214 1.510
*
```

Computed properties:
Maximum force: 2.48 eV Å⁻¹
Energy relative to the best compared isomer or geometry (same formula, charge and spin): 10.8 kcal per mole
<S²>: 6.034
Orbital gap (alpha / beta): 6.588 / 4.037 eV
E_HOMO (alpha / beta): -12.44 / -12.45 eV

Here are the Löwdin charges for atoms 1 to 2, given in e: 1.454, 1.094